(1)
# C68H181N13O21

A 16-piece molecular cluster, C68H181N13O21 overall at a distorted geometry (ωB97M-V/def2-TZVPD, the Open Molecules 2025 dataset).

```
! RIJCOSX wB97M-V def2-TZVPD def2/J DEFGRID3
* xyz 0 1
C 16.2585 -9.7636 0.2510
C 17.2005 -10.5502 -0.5632
O 17.0058 -10.2074 -1.9495
H 15.2447 -9.6320 -0.1270
H 16.4118 -8.6845 0.2540
H 16.1570 -10.2623 1.2150
H 17.0995 -11.6274 -0.4303
H 18.2248 -10.2573 -0.3327
H 17.3848 -9.3559 -2.1795
C 10.9928 -17.6062 -0.0521
C 11.1929 -16.6032 1.1744
O 10.0542 -16.4334 1.8589
H 11.7414 -17.4640 -0.8315
H 10.0488 -17.5733 -0.5959
H 11.0734 -18.6189 0.3430
H 11.5680 -15.6618 0.7730
H 12.0098 -16.7471 1.8817
H 9.5746 -15.8265 1.2903
C 11.9200 -17.4276 -7.0519
C 11.7269 -16.0958 -6.1969
O 12.5854 -15.1853 -6.9414
H 11.0103 -18.0132 -7.1846
H 12.6372 -18.1188 -6.6094
H 12.0175 -17.2123 -8.1160
H 12.1085 -16.2012 -5.1813
H 10.7985 -15.5259 -6.1613
H 12.4983 -14.2885 -6.6102
C 15.9574 -19.4934 6.2181
O 16.2527 -20.2656 5.0035
C 15.1198 -20.9577 4.4339
C 14.0434 -19.9959 3.8812
N 14.6119 -19.1800 2.8727
C 14.8861 -19.7962 1.5377
C 13.7646 -20.6523 0.9100
O 14.2750 -21.5582 -0.0574
C 14.5736 -20.9598 -1.3823
H 15.4848 -20.1513 6.9474
H 15.2883 -18.6397 6.1105
H 16.9298 -19.2421 6.6418
H 14.6748 -21.6923 5.1050
H 15.4776 -21.5807 3.6142
H 13.7003 -19.2929 4.6403
H 13.0707 -20.4086 3.6132
H 15.4861 -18.9349 3.3153
H 15.8276 -20.3453 1.5269
H 14.9708 -18.8992 0.9242
H 12.9708 -20.1072 0.3994
H 13.2976 -21.2725 1.6751
H 13.7209 -20.4369 -1.8154
H 14.8402 -21.7810 -2.0477
H 15.3812 -20.2678 -1.1436
C 12.9816 -9.5438 -2.2600
O 12.6995 -10.1367 -1.0337
C 11.6155 -9.5091 -0.3346
C 12.0230 -9.4905 1.1099
N 11.8965 -10.7589 1.7610
C 10.5500 -10.9358 2.3976
C 10.3904 -12.2444 3.1247
O 9.1913 -12.4587 3.7643
C 9.1182 -13.6435 4.5868
H 12.9917 -8.4541 -2.2400
H 12.2108 -9.8899 -2.9486
H 13.9633 -9.8446 -2.6261
H 10.6567 -9.9703 -0.5715
H 11.4212 -8.4534 -0.5242
H 11.3468 -8.7979 1.6109
H 13.0338 -9.0828 1.1245
H 11.9649 -11.2908 0.9051
H 9.8646 -10.9256 1.5501
H 10.3070 -10.1099 3.0661
H 11.2260 -12.1729 3.8210
H 10.5152 -13.1209 2.4889
H 9.0650 -14.5628 4.0037
H 8.3869 -13.5889 5.3933
H 10.0547 -13.7812 5.1272
C 21.1721 -14.5729 -5.8526
O 21.7308 -13.3844 -6.3158
C 21.4773 -12.2634 -5.4632
C 22.0273 -12.5223 -4.0269
N 23.4917 -12.2675 -4.1107
C 24.2238 -13.4291 -4.7231
C 25.7559 -13.5247 -4.6024
O 26.2542 -14.7937 -5.0544
C 27.7052 -14.9681 -4.8879
H 21.7786 -15.0574 -5.0874
H 21.1131 -15.2197 -6.7280
H 20.1261 -14.4762 -5.5616
H 20.4361 -11.9550 -5.3690
H 21.9885 -11.4223 -5.9316
H 21.8715 -13.4913 -3.5527
H 21.4675 -11.9076 -3.3221
H 23.8168 -12.2364 -3.1550
H 23.9851 -13.6106 -5.7710
H 23.8635 -14.3593 -4.2837
H 25.8787 -13.3190 -3.5390
H 26.2769 -12.6750 -5.0437
H 27.9121 -16.0152 -5.1089
H 27.9189 -14.7361 -3.8445
H 28.1936 -14.3127 -5.6090
C 10.5968 -13.4770 -12.8862
O 9.8572 -12.5030 -12.1829
C 9.1020 -13.0985 -11.0958
C 8.7205 -12.0819 -9.9927
N 9.6806 -11.1019 -9.5296
C 10.8978 -11.8255 -9.1046
C 12.1018 -10.8882 -8.7724
O 13.1799 -11.6604 -8.1966
C 14.3373 -11.8787 -9.0113
H 11.4225 -13.8690 -12.2923
H 11.0854 -13.0982 -13.7839
H 10.0629 -14.3748 -13.1975
H 9.6914 -13.8369 -10.5523
H 8.2362 -13.5451 -11.5847
H 8.3149 -12.6958 -9.1885
H 7.9138 -11.4789 -10.4095
H 9.8511 -10.5744 -10.3739
H 11.3759 -12.3595 -9.9258
H 10.8279 -12.5189 -8.2665
H 11.7727 -10.1825 -8.0096
H 12.4278 -10.2627 -9.6034
H 14.7116 -10.8607 -9.1187
H 14.1498 -12.3049 -9.9968
H 15.0279 -12.5276 -8.4726
C 14.6318 -16.1753 -1.7993
O 13.7555 -15.4677 -2.6029
C 14.2741 -14.4551 -3.4576
C 14.8064 -13.1790 -2.7515
N 15.7910 -12.3614 -3.3801
C 15.7430 -12.1103 -4.8466
C 16.9601 -11.4038 -5.4158
O 16.9803 -11.2388 -6.7381
C 17.5567 -12.2543 -7.4939
H 15.5413 -16.4609 -2.3279
H 14.2423 -17.0469 -1.2733
H 14.9125 -15.5334 -0.9643
H 13.4135 -14.1274 -4.0408
H 14.9671 -14.8461 -4.2026
H 14.9155 -13.4073 -1.6913
H 13.9406 -12.5171 -2.7310
H 16.0673 -11.5544 -2.8392
H 14.8865 -11.5819 -5.2655
H 15.8760 -13.0771 -5.3320
H 17.9582 -11.7707 -5.1762
H 17.0792 -10.4138 -4.9756
H 17.0442 -13.2162 -7.4895
H 18.5958 -12.3690 -7.1851
H 17.7227 -11.8722 -8.5011
C 17.1688 -16.5251 2.1708
C 16.0904 -15.8410 3.0488
C 15.0270 -15.1885 2.2433
O 15.5101 -14.0382 1.4817
C 14.4292 -13.1956 1.0817
N 15.4953 -16.7297 3.9960
H 17.6328 -17.4222 2.5807
H 17.9564 -15.8060 1.9458
H 16.7301 -16.8396 1.2239
H 16.6459 -15.1604 3.6940
H 14.1384 -14.9581 2.8310
H 14.7078 -15.8933 1.4754
H 13.8157 -12.8295 1.9050
H 13.7709 -13.7468 0.4102
H 14.8514 -12.4137 0.4505
H 14.8395 -17.3427 3.5331
H 14.9645 -16.2254 4.6917
C 18.0106 -16.4497 -8.6713
C 18.1080 -16.7257 -10.1427
C 18.2325 -15.3786 -10.9312
O 16.9592 -14.7072 -10.9002
C 16.8493 -13.3208 -11.2761
N 19.1470 -17.7042 -10.5422
H 17.8237 -17.3638 -8.1077
H 17.2038 -15.7425 -8.4790
H 19.0083 -16.1103 -8.3932
H 17.1765 -17.2352 -10.3893
H 18.3647 -15.5950 -11.9913
H 19.1286 -14.7693 -10.8135
H 17.1750 -12.6019 -10.5243
H 15.7770 -13.1302 -11.3193
H 17.2911 -13.0827 -12.2437
H 19.1416 -17.6368 -11.5499
H 20.0020 -17.2888 -10.2007
C 10.4366 -14.3330 -2.2111
C 9.2564 -13.5738 -1.5200
C 8.0814 -13.5576 -2.5359
O 7.0475 -12.7852 -2.0563
C 5.9471 -12.8488 -2.9231
N 9.0400 -14.3211 -0.2774
H 10.8386 -13.6205 -2.9313
H 10.2933 -15.2725 -2.7448
H 11.3049 -14.2772 -1.5544
H 9.4146 -12.5117 -1.3327
H 7.7824 -14.5812 -2.7620
H 8.5128 -13.2283 -3.4812
H 5.2706 -12.0007 -2.8178
H 5.4024 -13.6978 -2.5100
H 6.1207 -12.9147 -3.9971
H 8.4835 -15.1289 -0.5182
H 8.4615 -13.5836 0.0986
C 21.9081 -8.2325 -3.1786
C 20.3309 -8.6189 -3.2946
C 19.4216 -7.3971 -3.2350
O 18.0704 -7.9157 -3.1895
C 17.0919 -6.8461 -2.9746
N 20.2230 -9.3423 -4.6156
H 22.1069 -7.9712 -2.1392
H 22.0336 -7.3692 -3.8320
H 22.4910 -9.1139 -3.4459
H 20.1776 -9.3562 -2.5065
H 19.3946 -6.8001 -4.1466
H 19.5589 -6.8787 -2.2861
H 17.4650 -6.0801 -2.2948
H 16.1268 -7.2967 -2.7429
H 17.0616 -6.2642 -3.8958
H 20.7697 -8.9527 -5.3703
H 19.2519 -9.3300 -4.8928
C 19.4075 -9.0087 -8.9986
C 20.9539 -8.9979 -8.9574
C 21.4794 -9.1225 -10.4651
O 21.2126 -10.3877 -11.1101
C 21.6468 -10.3584 -12.4497
N 21.3003 -7.7602 -8.3340
H 19.1193 -10.0572 -9.0737
H 18.9997 -8.3698 -9.7820
H 19.0049 -8.7067 -8.0318
H 21.3359 -9.8076 -8.3356
H 22.5487 -8.9876 -10.3023
H 21.1785 -8.3497 -11.1725
H 21.4903 -11.2999 -12.9763
H 22.7204 -10.1870 -12.5276
H 21.0645 -9.5491 -12.8904
H 21.1580 -6.9748 -8.9528
H 22.2843 -7.8072 -8.1113
C 16.6296 -3.9724 -8.2988
C 16.1610 -4.7451 -7.0273
C 15.7219 -6.1432 -7.3494
O 15.0750 -6.7625 -6.2264
C 15.0822 -8.1666 -6.0123
N 17.3224 -4.7643 -6.1447
H 17.0131 -2.9587 -8.1825
H 15.8315 -3.8300 -9.0274
H 17.3729 -4.3808 -8.9836
H 15.2781 -4.2669 -6.6030
H 16.5622 -6.7706 -7.6467
H 14.9730 -6.1662 -8.1411
H 15.4609 -8.3900 -5.0149
H 15.6789 -8.6481 -6.7870
H 14.0213 -8.4165 -6.0110
H 17.1254 -5.4395 -5.4199
H 18.0664 -5.2007 -6.6702
C 21.4972 -12.8779 -9.5164
C 21.8948 -14.3070 -9.6379
C 22.3537 -14.7927 -11.0563
O 21.3855 -15.0142 -12.0287
C 21.6855 -14.6155 -13.3514
N 23.0657 -14.3145 -8.7930
H 20.9222 -12.6810 -8.6116
H 20.7601 -12.6433 -10.2844
H 22.3129 -12.1584 -9.5869
H 21.0660 -14.8905 -9.2370
H 22.7348 -15.8137 -11.0368
H 23.1669 -14.2079 -11.4860
H 20.8218 -14.2113 -13.8793
H 22.0015 -15.4846 -13.9285
H 22.5781 -14.0010 -13.4685
H 23.4191 -15.2248 -8.5351
H 22.6129 -14.0414 -7.9325
C 18.6300 -15.7390 -2.8409
C 19.0776 -15.9991 -1.3526
C 18.7792 -17.4118 -0.8870
O 19.4045 -18.4388 -1.6201
C 18.7925 -19.6803 -1.6116
N 20.5294 -15.7708 -1.3820
H 18.6403 -14.6847 -3.1173
H 17.5997 -16.0527 -3.0088
H 19.3224 -16.2389 -3.5182
H 18.5178 -15.3853 -0.6469
H 17.7299 -17.4840 -1.1734
H 18.9155 -17.4545 0.1936
H 17.9293 -19.7746 -2.2704
H 18.4813 -20.0538 -0.6360
H 19.5548 -20.4466 -1.7525
H 20.8317 -15.2697 -2.2052
H 20.9132 -16.6592 -1.6710
*
```

Its total energy is -4990.50380 a.u.

(2)
# C4H5N3O

One molecule with the formula C4H5N3O at a distorted geometry (ωB97M-V/def2-TZVPD, the Open Molecules 2025 dataset).

```
! RIJCOSX wB97M-V def2-TZVPD def2/J DEFGRID3
* xyz 0 1
H 2.2303 2.1944 0.0041
N 1.1793 2.0248 0.0711
C 0.8992 0.7753 0.1702
C 1.7579 -0.4239 -0.0447
C 0.9365 -1.4530 0.0383
O -0.3613 -1.1881 0.2821
N -0.3804 0.2255 0.3963
N -1.5450 0.8651 0.0792
C -2.5782 0.1473 -0.0634
H 2.7825 -0.5435 -0.2995
H 1.1481 -2.4620 -0.2010
H -3.4554 0.7431 -0.2723
H -2.6135 -0.9050 -0.1605
*
```

Its total energy is -394.79352 a.u. As for the SMILES: [H]/N=c1\ccon1N=C.

(3)
# C34H66O8

A 11-piece molecular cluster, C34H66O8 overall at a distorted geometry (ωB97M-V/def2-TZVPD, the Open Molecules 2025 dataset).

```
! RIJCOSX wB97M-V def2-TZVPD def2/J DEFGRID3
* xyz 0 1
C -0.5688 -17.8660 -14.4554
C 0.4762 -16.9570 -14.4184
C 1.8078 -17.3713 -14.3689
C 2.1091 -18.7251 -14.3564
C 1.0580 -19.6382 -14.4204
C -0.2580 -19.2240 -14.4562
H -1.5996 -17.5443 -14.5187
H 0.2899 -15.8898 -14.4067
H 2.5935 -16.6242 -14.3459
H 3.1050 -19.1455 -14.2984
H 1.2858 -20.6976 -14.4654
H -1.0397 -19.9553 -14.6296
C 3.8964 -23.3258 -16.2523
C 4.1656 -22.5494 -15.1331
C 4.9254 -21.3885 -15.2555
C 5.5115 -21.0950 -16.4807
C 5.2725 -21.8921 -17.5931
C 4.4385 -23.0039 -17.4826
H 3.2928 -24.2208 -16.1542
H 3.6677 -22.7554 -14.1932
H 5.1203 -20.7732 -14.3858
H 6.1446 -20.2207 -16.5799
H 5.7060 -21.6063 -18.5425
H 4.2247 -23.5423 -18.3972
C 7.9728 -18.6378 -12.9035
C 7.0767 -18.1166 -13.8209
C 5.7257 -18.0507 -13.5054
C 5.2597 -18.5351 -12.2890
C 6.1829 -19.0189 -11.3636
C 7.5342 -19.0773 -11.6594
H 9.0289 -18.7233 -13.1309
H 7.4281 -17.7534 -14.7782
H 5.0621 -17.6337 -14.2552
H 4.2137 -18.5103 -12.0152
H 5.8042 -19.3764 -10.4130
H 8.2414 -19.5213 -10.9721
C -1.0544 -22.4886 -12.3426
C -1.8903 -22.5651 -11.0838
O -2.2336 -23.9027 -10.7195
H -0.1440 -23.0866 -12.2278
H -0.7160 -21.4548 -12.4566
H -1.5502 -22.8297 -13.2492
H -2.8247 -22.0154 -11.2024
H -1.3806 -22.0830 -10.2423
H -1.4130 -24.3369 -10.4683
C -0.5005 -14.2974 -9.9088
C 0.4275 -14.2946 -11.1134
O -0.3806 -14.1139 -12.2693
H -0.0058 -14.6510 -9.0063
H -1.2961 -15.0164 -10.1305
H -0.9820 -13.3354 -9.7439
H 0.9448 -15.2594 -11.1171
H 1.1616 -13.4878 -11.0459
H 0.1799 -13.9273 -13.0287
C -4.9637 -15.2929 -13.9478
C -3.4872 -14.9580 -13.9841
O -2.8944 -15.3568 -12.7584
H -5.4237 -15.0998 -14.9140
H -5.4556 -14.7381 -13.1473
H -5.0747 -16.3439 -13.6722
H -3.3251 -13.8882 -14.1603
H -3.0149 -15.4967 -14.8198
H -2.0085 -14.9654 -12.7156
C 1.3704 -20.7249 -17.8154
C 0.5246 -21.7215 -18.5833
O -0.2732 -20.9647 -19.5218
H 2.0430 -21.2574 -17.1389
H 0.6913 -20.0774 -17.2590
H 2.0109 -20.0939 -18.4324
H -0.1654 -22.2127 -17.8962
H 1.1489 -22.4206 -19.1417
H -0.8022 -21.5904 -20.0282
C -3.3920 -22.9388 -15.5577
C -2.9899 -21.9153 -16.6017
O -4.1346 -21.1631 -16.9630
H -3.6185 -22.4820 -14.5939
H -2.6041 -23.6813 -15.4025
H -4.2737 -23.4967 -15.8766
H -2.6084 -22.4452 -17.4841
H -2.2065 -21.2698 -16.1871
H -3.8514 -20.5577 -17.6666
C 0.9343 -15.8270 -17.7146
C 2.1275 -16.6910 -18.0306
O 3.2587 -15.8279 -18.1634
H 0.0123 -16.4104 -17.6547
H 0.7630 -15.0560 -18.4626
H 1.0342 -15.4022 -16.7142
H 1.9615 -17.2520 -18.9607
H 2.2932 -17.4745 -17.2830
H 3.9594 -16.2674 -18.6510
C 5.0422 -14.7330 -15.2763
C 4.4617 -13.4962 -15.9508
O 3.0703 -13.6741 -16.1531
H 6.1263 -14.7326 -15.1253
H 4.7818 -15.6399 -15.8215
H 4.6341 -14.7744 -14.2628
H 4.9702 -13.2454 -16.8874
H 4.5802 -12.6322 -15.2962
H 2.9704 -14.3653 -16.8228
C -3.1109 -17.5721 -17.4431
C -2.3027 -18.1688 -18.5754
O -2.6681 -19.5354 -18.7064
H -4.1647 -17.7965 -17.6140
H -2.9741 -16.4930 -17.3869
H -2.8080 -18.0272 -16.5004
H -1.2279 -18.1237 -18.3583
H -2.4489 -17.6111 -19.5074
H -2.0856 -19.9571 -19.3503
*
```

Its total energy is -1936.93983 a.u. As for the SMILES: c1ccccc1.c1ccccc1.c1ccccc1.CCO.CCO.CCO.CCO.CCO.CCO.CCO.CCO.